This record from OMol25 describes a molecular structure, C4H8O2. The level of theory is ωB97M-V/def2-TZVPD.

Structure (XYZ):
```
14
C4H8O2 (ωB97M-V/def2-TZVPD)
C 1.726 -0.105 0.449
C -0.284 -1.107 0.214
C -1.193 -0.267 -0.460
O -2.188 0.306 0.335
C -0.195 1.126 -0.929
O -0.708 2.174 -1.049
H 2.039 -1.145 0.535
H 1.544 0.313 1.441
H 2.578 0.438 0.012
H -0.366 -1.193 1.292
H 0.138 -1.952 -0.317
H -1.547 -0.623 -1.434
H -2.376 1.188 -0.025
H 0.944 0.536 -0.458
```

Computed properties:
HOMO level   -8.7 eV
Energy relative to the best compared isomer or geometry (same formula, charge and spin)   511.3 kJ/mol
HOMO-LUMO gap   8.96 eV
LUMO level   0.28 eV
Energy   -307.5177 Ha
F_max   1.00 eV Å⁻¹